Molecular formula: C20H43MnN2P3Se
Method: DFT, ωB97M-V with the def2-TZVPD basis set

Element x y z (Å)
Mn1 -0.085 -0.016 -0.003
P1 -1.924 -1.750 0.267
P2 2.032 -0.231 1.746
P3 1.443 -1.387 -1.394
H1 -2.605 2.752 -4.140
C1 -3.143 1.872 -4.524
C2 -3.376 0.739 -3.830
H2 -2.844 0.447 -2.918
C3 -3.512 -1.675 1.175
C4 -0.994 -2.845 1.409
C5 -2.139 -2.884 -1.148
C6 3.272 1.118 1.648
C7 1.776 -0.149 3.569
C8 3.201 -1.649 1.793
C9 0.681 -1.623 -3.056
C10 2.006 -3.109 -1.014
C11 3.074 -0.576 -1.690
H3 -3.503 1.980 -5.571
H4 -4.176 0.081 -4.190
H5 -3.977 -0.687 1.112
H6 -3.338 -1.932 2.227
H7 -4.195 -2.410 0.737
H8 -0.829 -2.385 2.388
H9 -0.027 -3.174 1.007
H10 -1.624 -3.734 1.546
H11 -2.868 -2.491 -1.867
H12 -2.513 -3.837 -0.745
H13 -1.188 -3.091 -1.658
H14 3.942 1.025 2.515
H15 2.768 2.089 1.664
H16 3.860 1.021 0.730
H17 2.747 -0.323 4.052
H18 1.070 -0.920 3.903
H19 1.421 0.846 3.860
H20 3.853 -1.541 2.672
H21 3.838 -1.682 0.903
H22 2.647 -2.589 1.892
H23 1.409 -2.148 -3.684
H24 0.446 -0.666 -3.535
H25 -0.238 -2.220 -2.983
H26 2.533 -3.481 -1.903
H27 1.166 -3.780 -0.797
H28 2.706 -3.125 -0.174
H29 3.461 -0.914 -2.658
H30 3.800 -0.851 -0.914
H31 2.969 0.516 -1.706
C12 0.644 3.047 -1.533
C13 -0.319 2.751 -2.520
C14 0.114 2.387 -3.784
C15 1.378 2.837 -4.212
C16 2.263 3.397 -3.292
C17 1.912 3.488 -1.936
Se1 0.117 2.572 0.199
H32 -1.935 -0.167 -0.295
H33 -1.371 2.669 -2.207
H34 -0.545 1.843 -4.447
H35 1.650 2.746 -5.265
H36 3.253 3.731 -3.612
H37 2.595 3.872 -1.174
C18 -2.325 2.755 4.075
N1 -1.797 1.372 4.075
C19 -2.174 0.569 5.255
C20 -1.337 0.808 2.988
N2 -0.898 0.237 2.047
H38 -1.623 3.467 4.522
H39 -3.233 2.746 4.676
H40 -2.557 3.096 3.058
H41 -2.495 -0.431 4.943
H42 -1.348 0.495 5.974
H43 -2.989 1.101 5.751

2S+1: 4
Frontier orbital gap (spin up / spin down), eV: 5.01 / 3.11
Charge: +4
LUMO energy (spin up / spin down), eV: -14.573 / -16.354


Molecular formula: C20H44FNO8S
Method: DFT, ωB97M-V with the def2-TZVPD basis set

Element x y z (Å)
C1 1.027 2.719 -1.126
C2 -0.202 3.316 -0.738
C3 -1.579 4.168 -0.328
N1 -2.600 4.228 -1.448
C4 -3.705 3.267 -1.079
C5 -4.480 2.675 -2.438
C6 -4.733 3.787 0.084
C7 -6.302 3.914 -0.372
C8 -7.154 4.253 1.027
S1 -3.155 5.843 -1.779
O1 -2.184 6.459 -2.836
O2 -4.580 5.958 -2.365
F1 -3.145 6.856 -0.353
H1 2.120 2.280 -1.190
H2 -1.986 3.668 0.659
H3 -1.182 5.248 -0.014
H4 -3.158 2.306 -0.626
H5 -4.707 3.503 -3.233
H6 -5.392 1.984 -2.176
H7 -3.672 1.955 -2.943
H8 -4.435 4.810 0.590
H9 -4.715 2.988 0.972
H10 -6.543 4.798 -1.100
H11 -6.779 2.893 -0.762
H12 -7.032 5.404 1.313
H13 -6.790 3.544 1.911
H14 -8.305 4.048 0.911
C9 0.548 -0.258 -2.956
O3 1.477 -0.830 -2.040
C10 0.882 -1.856 -1.240
C11 1.284 -3.249 -1.736
O4 0.713 -3.528 -3.016
C12 1.659 -3.391 -4.072
H15 1.107 0.375 -3.654
H16 0.017 -1.024 -3.526
H17 -0.165 0.370 -2.415
H18 -0.209 -1.749 -1.210
H19 1.259 -1.724 -0.221
H20 0.887 -3.997 -1.040
H21 2.375 -3.358 -1.760
H22 2.368 -4.221 -4.042
H23 2.197 -2.441 -4.009
H24 1.121 -3.426 -5.021
C13 2.457 -6.968 -0.327
O5 3.203 -5.761 -0.452
C14 3.971 -5.479 0.723
C15 5.450 -5.822 0.514
O6 5.641 -7.233 0.388
C16 5.840 -7.634 -0.964
H25 2.049 -7.217 -1.313
H26 3.081 -7.797 0.015
H27 1.623 -6.816 0.363
H28 3.564 -6.006 1.595
H29 3.884 -4.404 0.910
H30 6.012 -5.502 1.398
H31 5.858 -5.291 -0.354
H32 6.830 -7.319 -1.300
H33 5.074 -7.217 -1.623
H34 5.785 -8.724 -1.010
C17 -0.760 2.438 4.533
O7 -0.198 2.282 3.233
C18 0.931 3.137 3.028
C19 2.245 2.357 3.140
O8 2.472 1.912 4.480
C20 2.178 0.529 4.648
H35 -1.488 1.634 4.686
H36 0.001 2.377 5.314
H37 -1.285 3.396 4.595
H38 0.916 3.983 3.726
H39 0.847 3.538 2.013
H40 3.073 3.026 2.882
H41 2.262 1.514 2.438
H42 2.948 -0.074 4.160
H43 1.195 0.274 4.242
H44 2.185 0.305 5.716

SMILES string: C#CCN([C@H](C)CCC)S(=O)(=O)F.COCCOC.COCCOC.COCCOC
2S+1: 1
Frontier orbital gap, eV: 8.44
LUMO energy, eV: -0.759


Molecular formula: H18O9
Method: DFT, ωB97M-V with the def2-TZVPD basis set

Element x y z (Å)
O1 23.725 -23.301 -4.326
H1 24.202 -22.801 -4.957
H2 23.454 -24.145 -4.639
O2 23.677 -21.365 -9.113
H3 24.338 -20.867 -9.569
H4 23.639 -20.896 -8.299
O3 22.367 -20.065 -6.781
H5 22.354 -20.109 -5.823
H6 21.555 -19.560 -6.958
O4 24.735 -21.949 -2.161
H7 24.390 -22.530 -2.877
H8 25.560 -21.507 -2.465
O5 26.889 -20.557 -3.140
H9 27.248 -20.323 -2.289
H10 26.767 -19.744 -3.729
O6 24.994 -19.243 -7.040
H11 25.685 -19.134 -7.679
H12 24.269 -18.664 -7.272
O7 24.217 -23.549 -7.425
H13 24.822 -22.958 -6.895
H14 23.912 -22.953 -8.102
O8 25.363 -21.592 -5.590
H15 25.127 -20.730 -5.988
H16 25.872 -21.441 -4.861
O9 26.599 -18.377 -4.765
H17 27.017 -18.393 -5.594
H18 25.664 -18.508 -4.919

Energy above the lowest of the compared OMol25 structures with the same formula, charge and spin, kcal/mol: 49.8
SMILES string: O.O.O.O.O.O.O.O.O
2S+1: 1
Frontier orbital gap, eV: 9.03
LUMO energy, eV: -0.595


Molecular formula: C2H5O2S3
Method: DFT, ωB97M-V with the def2-TZVPD basis set

Element x y z (Å)
C1 -1.158 -0.234 0.830
C2 -0.284 0.569 -0.039
O1 0.435 -0.478 -2.342
O2 1.221 -1.611 -0.172
S1 -0.586 2.010 -0.619
S2 1.807 0.601 1.532
S3 1.183 -0.301 -0.742
H1 -1.684 -0.907 0.263
H2 -1.764 0.504 1.371
H3 -0.544 -0.851 1.587
H4 -0.263 -1.018 -2.562
H5 1.638 1.716 0.892

Energy above the lowest of the compared OMol25 structures with the same formula, charge and spin, kcal/mol: 18.4
SMILES string: CC([S-])=[S@@](=O)(O)S
2S+1: 1
Frontier orbital gap, eV: 7.34
Charge: -1
LUMO energy, eV: 3.409


Molecular formula: C2H5N
Method: DFT, ωB97M-V with the def2-TZVPD basis set

Element x y z (Å)
C1 0.245 0.475 0.044
C2 -0.963 -0.384 0.037
N1 1.654 -0.186 0.082
H1 0.318 1.496 -0.138
H2 -0.512 -1.461 -0.109
H3 -1.562 0.017 -0.719
H4 -1.507 -0.429 0.910
H5 2.328 0.472 -0.107

Energy above the lowest of the compared OMol25 structures with the same formula, charge and spin, kcal/mol: 51.0
SMILES string: [H]/N=C/C
2S+1: 1
Frontier orbital gap, eV: 10.27
LUMO energy, eV: 0.487


Molecular formula: C3H6OSe
Method: DFT, ωB97M-V with the def2-TZVPD basis set

Element x y z (Å)
C1 0.211 0.994 0.383
C2 0.468 -1.501 -0.164
C3 -0.423 -0.294 0.012
O1 -0.540 2.054 -0.092
Se1 -2.181 -0.367 -0.209
H1 0.033 1.209 1.420
H2 0.034 -2.004 -0.937
H3 0.344 -1.928 0.811
H4 1.492 -1.060 -0.375
H5 1.269 1.023 0.177
H6 -0.706 1.874 -1.027

Energy above the lowest of the compared OMol25 structures with the same formula, charge and spin, kcal/mol: 0.0
2S+1: 3
Frontier orbital gap (spin up / spin down), eV: 7.55 / 7.44
LUMO energy (spin up / spin down), eV: 0.865 / -2.126


Molecular formula: C16H28BF4MnN4OS6
Method: DFT, ωB97M-V with the def2-TZVPD basis set

Element x y z (Å)
Mn1 0.547 0.105 -0.851
C1 3.671 2.338 -1.004
C2 2.696 3.292 -1.670
S1 0.920 2.882 -1.470
C3 0.453 3.749 0.076
C4 1.074 3.228 1.358
S2 0.651 1.461 1.686
C5 2.258 0.906 2.406
C6 2.341 -0.606 2.480
S3 2.058 -1.494 0.901
C7 3.728 -1.603 0.156
C8 4.359 -0.294 -0.277
S4 3.325 0.599 -1.511
H1 3.625 2.399 0.082
H2 4.683 2.580 -1.334
H3 2.842 3.259 -2.748
H4 2.849 4.312 -1.316
H5 -0.630 3.632 0.110
H6 0.701 4.805 -0.050
H7 0.682 3.802 2.200
H8 2.158 3.323 1.340
H9 2.328 1.326 3.411
H10 3.056 1.315 1.790
H11 1.547 -0.982 3.122
H12 3.308 -0.919 2.871
H13 3.566 -2.254 -0.704
H14 4.372 -2.113 0.874
H15 5.314 -0.510 -0.759
H16 4.528 0.365 0.573
C9 -3.462 1.866 -2.593
N1 -3.020 0.505 -2.395
C10 -3.539 -0.539 -3.077
C11 -3.076 -1.800 -2.902
C12 -1.987 -1.986 -2.001
N2 -1.479 -0.942 -1.354
C13 -1.957 0.297 -1.544
O1 -1.436 1.255 -0.947
N3 -1.482 -3.191 -1.746
H17 -4.413 1.869 -3.118
H18 -2.718 2.419 -3.169
H19 -3.570 2.355 -1.625
H20 -4.332 -0.313 -3.773
H21 -3.482 -2.633 -3.447
H22 -1.702 -3.957 -2.360
H23 -0.613 -3.230 -1.232
F1 1.207 -1.829 -2.003
B1 1.055 -1.379 -3.383
F2 0.599 -0.017 -3.143
F3 2.244 -1.365 -3.996
F4 0.091 -2.104 -3.987
S5 -0.921 -1.444 1.858
C14 -2.256 -1.826 2.736
N4 -2.242 -2.008 4.062
C15 -3.422 -2.540 4.704
C16 -4.590 -2.251 3.766
S6 -3.864 -2.058 2.091
H24 -1.356 -2.008 4.545
H25 -3.567 -2.053 5.671
H26 -3.307 -3.619 4.873
H27 -5.095 -1.318 4.011
H28 -5.317 -3.058 3.738

Energy above the lowest of the compared OMol25 structures with the same formula, charge and spin, kcal/mol: 42.7
2S+1: 2
Frontier orbital gap (spin up / spin down), eV: 8.34 / 8.85
Charge: +1
LUMO energy (spin up / spin down), eV: -2.483 / -1.954


Molecular formula: C39H80F9N4O9S3
Method: DFT, ωB97M-V with the def2-TZVPD basis set

Element x y z (Å)
C1 -4.480 -4.231 -1.343
C2 -3.505 -4.917 -2.296
C3 -2.586 -4.031 -3.025
N1 -1.460 -4.790 -3.873
C4 -0.778 -3.601 -4.627
C5 0.161 -4.073 -5.709
C6 -0.674 -4.939 -6.736
C7 -1.285 -6.222 -6.005
C8 -2.131 -5.858 -4.720
C9 -0.405 -5.588 -3.071
H1 -5.314 -3.731 -1.836
H2 -3.987 -3.459 -0.751
H3 -4.994 -4.923 -0.677
H4 -4.070 -5.436 -3.070
H5 -2.872 -5.661 -1.812
H6 -2.211 -3.520 -2.138
H7 -3.049 -3.346 -3.735
H8 -1.499 -3.023 -5.204
H9 -0.247 -2.896 -3.987
H10 0.659 -3.238 -6.200
H11 0.945 -4.722 -5.321
H12 -1.441 -4.266 -7.120
H13 -0.037 -5.221 -7.574
H14 -1.899 -6.740 -6.741
H15 -0.590 -6.977 -5.638
H16 -3.021 -5.371 -5.119
H17 -2.565 -6.635 -4.092
H18 0.312 -4.942 -2.563
H19 0.162 -6.069 -3.868
H20 -0.795 -6.277 -2.321
C10 5.829 -4.085 -4.349
C11 6.096 -2.589 -4.503
C12 5.929 -2.122 -3.021
N2 6.029 -0.547 -2.680
C13 5.332 -0.275 -1.331
C14 5.784 1.020 -0.652
C15 7.245 1.536 -0.786
C16 7.802 1.361 -2.215
C17 7.529 -0.131 -2.635
C18 5.300 0.302 -3.792
H21 5.813 -4.562 -5.330
H22 4.769 -4.257 -4.164
H23 6.534 -4.579 -3.680
H24 5.495 -1.985 -5.183
H25 7.140 -2.383 -4.741
H26 6.670 -2.480 -2.306
H27 4.882 -2.256 -2.751
H28 5.395 -1.126 -0.653
H29 4.244 -0.317 -1.394
H30 5.563 1.035 0.415
H31 5.052 1.746 -1.007
H32 7.879 0.989 -0.087
H33 7.305 2.580 -0.478
H34 8.877 1.527 -2.149
H35 7.477 1.987 -3.046
H36 7.976 -0.742 -1.851
H37 8.055 -0.476 -3.525
H38 4.307 -0.120 -3.947
H39 5.952 0.300 -4.667
H40 5.261 1.266 -3.284
C19 -0.715 5.143 3.735
C20 -2.211 5.353 3.513
C21 -3.056 4.098 3.965
N3 -4.573 4.277 3.711
C22 -4.793 4.408 2.172
C23 -6.221 4.111 1.766
C24 -6.777 2.827 2.248
C25 -6.827 2.800 3.737
C26 -5.340 3.009 4.288
C27 -5.055 5.473 4.437
H41 -0.565 4.983 4.803
H42 -0.163 5.952 3.258
H43 -0.488 4.225 3.192
H44 -2.299 5.368 2.426
H45 -2.556 6.303 3.920
H46 -2.879 3.918 5.026
H47 -2.665 3.196 3.495
H48 -4.124 3.692 1.693
H49 -4.430 5.354 1.771
H50 -6.041 3.845 0.725
H51 -6.888 4.964 1.897
H52 -6.248 2.033 1.720
H53 -7.805 2.571 1.991
H54 -7.123 1.819 4.109
H55 -7.473 3.616 4.061
H56 -4.704 2.254 3.826
H57 -5.209 3.011 5.370
H58 -4.612 6.362 3.987
H59 -4.752 5.186 5.444
H60 -6.136 5.599 4.394
C28 1.379 -3.158 3.594
C29 2.316 -2.050 4.123
C30 1.803 -1.567 5.511
N4 2.720 -0.608 6.255
C31 3.733 -1.451 6.987
C32 4.688 -0.661 7.961
C33 3.751 -0.021 8.967
C34 2.675 0.861 8.355
C35 1.869 0.110 7.284
C36 3.464 0.480 5.381
H61 1.820 -3.725 2.774
H62 0.439 -2.772 3.198
H63 1.040 -3.889 4.327
H64 2.531 -1.313 3.349
H65 3.212 -2.663 4.227
H66 1.504 -2.380 6.172
H67 0.921 -0.935 5.405
H68 3.104 -2.003 7.685
H69 4.254 -1.996 6.199
H70 5.449 -1.336 8.353
H71 5.143 0.084 7.309
H72 3.359 -0.839 9.573
H73 4.219 0.619 9.715
H74 2.000 1.136 9.165
H75 3.108 1.766 7.931
H76 1.312 -0.677 7.793
H77 1.102 0.746 6.841
H78 4.230 0.006 4.768
H79 3.901 1.161 6.111
H80 2.827 1.018 4.678
C37 -0.642 1.931 -1.204
F1 -1.366 2.944 -0.699
F2 -1.250 1.449 -2.258
F3 0.607 2.313 -1.516
S1 -0.566 0.485 0.146
O1 -1.936 0.191 0.618
O2 0.047 -0.640 -0.691
O3 0.324 1.000 1.224
C38 -4.152 6.714 -3.389
F4 -3.030 7.359 -3.099
F5 -3.812 5.499 -3.927
F6 -4.802 6.406 -2.297
S2 -5.071 7.635 -4.872
O4 -6.151 6.731 -5.348
O5 -5.560 8.912 -4.320
O6 -3.960 7.744 -5.862
C39 -5.562 0.323 -5.878
F7 -4.937 -0.129 -4.788
F8 -6.865 0.344 -5.588
F9 -5.025 1.541 -6.201
S3 -5.356 -0.907 -7.252
O7 -6.233 -0.400 -8.347
O8 -3.955 -0.891 -7.599
O9 -5.759 -2.164 -6.559

2S+1: 1
Frontier orbital gap, eV: 4.17
Charge: +1
LUMO energy, eV: -3.020


Molecular formula: C5H9N3
Method: DFT, ωB97M-V with the def2-TZVPD basis set

Element x y z (Å)
C1 1.129 -0.879 0.354
C2 -1.683 0.090 -0.194
C3 -0.240 0.763 -0.462
C4 0.750 1.778 -0.044
C5 0.673 0.415 0.692
H1 2.918 -0.526 0.053
H2 -0.129 -2.445 0.433
H3 -2.097 -1.856 0.063
H4 -2.328 0.780 0.415
H5 -2.208 0.012 -1.043
H6 0.314 0.432 -1.464
H7 0.510 2.611 0.740
H8 1.267 2.328 -0.876
H9 0.109 0.763 1.590
N1 2.265 -1.299 -0.307
N2 -0.026 -1.686 -0.306
N3 -1.224 -1.281 0.357

Energy above the lowest of the compared OMol25 structures with the same formula, charge and spin, kcal/mol: 170.0
SMILES string: [H]/N=C1/NNC[C@H]2C[C@H]12
2S+1: 1
Frontier orbital gap, eV: 9.28
LUMO energy, eV: 0.803


Number 1: E -148903.1448 eV. Number 2: E -52862.9172 eV. Number 3: E -18719.9743 eV. Number 4: E -38755.1236 eV. Number 5: E -3642.3047 eV. Number 6: E -70598.4133 eV. Number 7: E -132934.0392 eV. Number 8: E -123075.8138 eV. Number 9: E -9794.0949 eV.